Here is a cluster of 2 separate species, C8H21NSi in total in a non-equilibrium geometry from the Open Molecules 2025 dataset. Energies are from ωB97M-V/def2-TZVPD.

Summary:
lowest unoccupied orbital energy = 0.82 eV
HOMO-LUMO gap = 8.47 eV
energy above the lowest of the compared OMol25 structures with the same formula, charge and spin = 365.8 kJ/mol
spin multiplicity = 1

Positions of all 31 atoms, in Å:
C  1.002  -2.410  1.241
C  1.049  -1.719  -1.138
C  2.471  1.738  -0.035
C  -0.090  2.412  0.033
C  -2.586  -0.083  -1.638
C  1.405  -1.272  0.309
C  1.036  1.288  -0.192
C  0.649  0.055  0.594
N  -3.072  0.559  1.238
Si  -2.086  -0.401  0.161
H  -0.013  -2.401  1.366
H  1.309  -2.195  2.310
H  1.435  -3.284  0.796
H  1.308  -2.851  -1.399
H  -0.102  -1.662  -1.400
H  1.461  -1.162  -1.842
H  3.079  1.070  -0.447
H  2.746  2.765  -0.336
H  2.712  1.844  1.105
H  0.038  2.929  0.900
H  -1.095  2.020  0.261
H  -0.097  3.158  -0.798
H  -1.879  0.422  -2.161
H  -2.830  -1.008  -2.188
H  -3.472  0.511  -1.695
H  2.452  -1.243  0.266
H  1.051  0.915  -1.165
H  0.640  0.082  1.740
H  -2.986  0.255  2.218
H  -2.914  1.536  1.260
H  -2.623  -1.869  0.633

These are the natural (NBO) partial charges, in e, on atoms 1 to 8:
1 C -0.594
2 C -0.576
3 C -0.589
4 C -0.587
5 C -1.129
6 C -0.296
7 C -0.301
8 C -0.282